1.
{"formula": "C6H13O2", "method": "the ωB97M-V functional and the def2-TZVPD basis", "species": ["C", "O", "C", "C", "C", "C", "C", "H", "H", "H", "H", "H", "H", "H", "H", "H", "H", "H", "H", "H", "O"], "coordinates": [[0.860, -2.670, 1.391], [1.470, -3.612, 0.691], [0.463, -1.372, 0.426], [-0.152, -0.225, 1.257], [-0.047, 1.105, 0.591], [-0.799, 1.657, -0.342], [-0.586, 3.032, -0.958], [1.460, -2.134, 2.150], [-0.118, -3.050, 1.761], [1.429, -1.206, -0.033], [-0.339, -1.887, -0.101], [-1.175, -0.546, 1.471], [0.310, -0.272, 2.252], [0.792, 1.697, 0.965], [-1.496, 1.134, -0.978], [-0.840, 3.785, -0.217], [-1.227, 3.187, -1.813], [0.438, 3.187, -1.302], [0.545, -0.450, -2.733], [-0.577, -0.968, -1.858], [-0.411, -0.394, -2.619]], "forces_ev_per_a": [[-0.3, 0.6, -1.9], [0.4, -0.1, 0.0], [-0.5, -1.6, 2.2], [0.0, -1.2, -0.5], [0.2, 0.4, 1.0], [0.1, 0.4, -1.5], [0.3, -0.2, 0.7], [0.1, -0.2, 0.8], [-0.1, 0.5, 0.8], [-0.2, 0.3, -0.6], [0.4, 0.4, -1.1], [-0.2, 0.4, -0.3], [0.3, 0.5, -0.1], [-0.1, 0.2, 0.0], [-0.5, -0.7, 0.7], [0.1, 0.3, 0.0], [-0.3, -0.1, -0.2], [0.1, 0.1, 0.1], [-0.1, 0.0, 0.1], [0.2, 0.1, 0.1], [0.0, -0.1, -0.3]], "lowdin_charge": [-0.560, -0.360, -0.204, -0.243, -0.148, -0.192, -0.120, 0.063, 0.075, 0.093, 0.077, 0.104, 0.091, 0.105, 0.079, 0.058, 0.052, 0.065, 0.039, 0.006, -0.079], "spin_multiplicity": 1, "e_lumo_ev": 3.5404, "gap_ev": 5.9, "homo_ha": -0.087, "total_energy_ha": -386.8271, "total_charge": -1}


2.
{"formula": "C7H14P", "method": "the ωB97M-V functional and the def2-TZVPD basis", "species": ["C", "C", "C", "C", "C", "C", "C", "P", "H", "H", "H", "H", "H", "H", "H", "H", "H", "H", "H", "H", "H", "H"], "coordinates": [[-0.395, -1.183, -0.188], [-1.677, -0.353, 0.095], [-1.452, 1.107, 0.268], [0.077, 1.424, 0.470], [-3.082, -0.905, 0.145], [2.163, -0.630, 1.307], [2.125, 0.058, -1.502], [1.010, -0.112, -0.110], [-0.287, -2.136, -0.555], [-1.815, 1.784, -0.457], [-2.012, 1.248, 1.249], [0.234, 2.299, -0.147], [0.000, 1.661, 1.556], [-3.384, -0.648, 1.201], [-3.037, -2.002, 0.093], [-3.852, -0.445, -0.435], [1.591, -1.377, 2.025], [2.457, 0.326, 1.819], [3.132, -1.108, 0.936], [2.114, 1.179, -1.443], [1.688, -0.238, -2.462], [3.189, -0.348, -1.423]], "forces_ev_per_a": [[0.2, 2.8, 0.5], [-1.0, -0.4, -1.1], [0.5, -1.6, 2.0], [-1.6, -0.5, 0.0], [1.8, -0.5, 2.4], [-0.3, -0.7, 0.5], [0.6, 1.2, -0.5], [0.4, -0.7, 3.0], [-0.2, -2.1, -0.8], [-1.0, 0.5, -1.0], [0.6, 0.7, -1.1], [0.8, 0.2, 0.2], [1.7, -0.3, -0.8], [-0.1, -0.5, -0.6], [-0.5, 0.4, -0.3], [-0.2, 0.2, -1.0], [1.3, 1.7, -1.4], [-0.4, -1.0, -0.2], [-1.6, 0.5, 0.3], [0.8, -0.7, -0.8], [0.0, 0.1, 0.3], [-1.7, 0.5, 0.3]], "lowdin_charge": [-0.049, -0.274, -0.214, -0.205, -0.051, -0.176, -0.182, 0.925, 0.055, 0.104, 0.145, 0.084, 0.116, 0.104, 0.086, 0.075, 0.099, 0.059, 0.068, 0.067, 0.066, 0.098], "spin_multiplicity": 3, "e_lumo_ev": [-2.6971, -6.4058], "gap_ev": [7.7, 9.2], "homo_ha": [-0.381, -0.573], "total_energy_ha": -616.0557, "s_squared": 2.007, "total_charge": 1}


3.
{"formula": "C12H13NS", "method": "the ωB97M-V functional and the def2-TZVPD basis", "species": ["C", "C", "C", "C", "C", "S", "N", "C", "C", "C", "C", "C", "C", "C", "H", "H", "H", "H", "H", "H", "H", "H", "H", "H", "H", "H", "H"], "coordinates": [[-1.846, 2.483, 1.425], [-0.922, 1.974, 0.362], [-0.435, 3.073, -0.622], [-0.449, 0.699, 0.289], [-0.909, -0.566, 1.271], [-2.003, -0.411, 2.510], [-0.397, -1.709, 0.783], [-0.656, -3.001, 1.426], [0.522, -1.366, -0.181], [1.253, -2.338, -0.881], [2.116, -1.908, -1.864], [2.283, -0.517, -2.088], [1.469, 0.395, -1.513], [0.557, -0.015, -0.519], [-2.603, 3.025, 0.939], [-2.334, 1.796, 2.108], [-1.195, 3.211, 1.958], [-0.655, 4.071, -0.465], [0.612, 3.205, -0.532], [-0.567, 2.688, -1.627], [0.317, -3.287, 1.783], [-1.468, -2.961, 2.284], [-0.777, -3.661, 0.659], [0.999, -3.372, -0.550], [2.742, -2.708, -2.398], [2.957, -0.289, -2.790], [1.387, 1.489, -1.771]], "forces_ev_per_a": [[1.3, 0.3, 0.4], [0.7, -0.4, -0.2], [0.6, -3.2, 0.2], [-0.3, -2.1, 1.8], [-1.6, 3.1, -0.7], [0.5, -1.0, 0.0], [-1.3, 2.0, 1.6], [0.5, 1.8, 2.1], [1.1, -1.3, -1.8], [-1.0, -0.2, 1.0], [1.3, -1.0, -0.1], [-1.6, -2.9, 1.0], [-1.9, 2.1, 1.2], [-0.1, 0.3, -0.3], [-1.1, 1.1, -0.7], [0.6, 0.0, -0.2], [-0.7, -0.2, 0.1], [-2.0, 1.8, 0.3], [1.6, -0.6, 0.2], [-0.4, 0.5, -0.3], [0.4, -0.3, 1.1], [1.7, 0.2, -2.2], [-1.4, -2.1, -1.9], [0.9, 0.7, -0.9], [-0.9, 1.6, 0.7], [2.4, 1.3, -2.6], [0.8, -1.4, 0.0]], "lowdin_charge": [-0.092, -0.225, -0.033, -0.055, -0.614, 0.690, -0.117, -0.027, -0.198, -0.020, -0.071, -0.094, -0.023, -0.116, 0.063, -0.032, 0.111, 0.053, 0.063, 0.087, 0.088, 0.099, 0.044, 0.116, 0.131, 0.058, 0.116], "spin_multiplicity": 1, "e_lumo_ev": 0.0606, "gap_ev": 7.8, "homo_ha": -0.283, "total_energy_ha": -917.9339, "total_charge": 0, "smiles": "CC(C)=C1C(=S)N(C)c2ccccc21"}


Across the entries above, M takes the values 117.168, 129.163, 203.310 g mol⁻¹, respectively.
Across the entries above, energy above the lowest of the compared OMol25 structures with the same formula, charge and spin takes the values 3.6044, 0.0000, 1.7676 eV, respectively.